No. 1
65
Properties=species:S:1:pos:R:3:forces:R:3:lowdin_charge:R:1 method="wB97M-V/def2-TZVPD" homo_lumo_gap_ha=0.1809 homo_energy_ev=-8.08 lumo_energy_ev=-3.2
F 0.4388 -4.1098 6.9870 0.80 -0.02 -0.54 0.04
F 4.3363 -6.7814 6.7005 -0.61 0.59 -0.38 0.03
F 2.4043 1.3044 9.2830 -0.05 -0.75 -1.00 0.06
F -0.6027 -6.9629 4.2006 -0.40 0.58 0.58 0.07
F -2.1470 -4.5800 1.9931 0.97 -0.05 -0.28 0.07
F 2.1489 -2.7287 2.8975 -0.36 -0.32 -0.28 0.04
F -2.7191 -2.7823 4.2781 0.39 -0.33 1.04 0.04
F 0.8837 -3.8006 -1.5373 -0.28 0.37 1.01 0.03
F -4.8607 -6.5281 6.1909 0.90 0.49 -0.45 0.02
F -3.1655 -0.1662 9.2669 0.22 0.04 -1.22 0.06
F 1.7045 -6.1111 2.8728 0.42 0.71 0.71 0.07
C -1.3576 -0.3957 6.0684 -0.75 0.01 0.58 -0.18
C 2.0080 -5.6949 4.1417 -0.06 -0.28 0.31 -0.21
C -3.7410 -5.9471 5.6309 -0.25 -0.01 0.38 -0.24
C 2.4540 -5.3305 6.8538 0.00 -0.12 0.18 0.05
C 3.4893 -0.3456 7.9596 -0.52 -0.04 -0.22 -0.18
C 3.1156 -6.3003 4.7207 -0.09 -0.12 0.13 0.06
C -3.7116 -4.5614 5.4803 -0.06 0.00 -0.27 0.05
C 2.3553 0.4269 8.2210 -0.43 0.42 0.33 -0.19
C -0.8771 -4.2297 1.6130 0.12 0.38 -0.20 -0.18
C -3.6370 0.4252 5.7006 0.07 0.16 0.02 0.00
C 1.3772 -4.7411 6.1997 0.13 -0.25 -0.27 -0.21
C 1.1164 -0.5643 6.3744 1.09 0.07 0.68 -0.17
C -3.9132 0.3724 7.0763 0.37 -0.19 -0.06 -0.18
C 0.0767 -3.8650 2.5709 0.05 0.55 -0.29 -0.01
C -2.9040 -0.0984 7.9177 0.40 -0.25 0.54 -0.19
C -0.0555 -0.7234 5.5729 -0.23 0.80 -0.11 0.12
C -1.5622 -6.1351 4.7200 -0.30 0.17 -0.18 -0.19
C 0.5774 -3.7080 -0.1991 -0.05 -0.38 -0.21 -0.25
C -0.6466 -4.2036 0.2379 0.10 0.06 0.15 0.06
C -2.7001 -6.7631 5.2099 -0.07 0.11 0.10 0.06
C 1.2277 -3.2774 2.0368 -0.42 0.00 -0.60 -0.22
C 1.5120 -3.1686 0.6781 0.04 -0.12 -0.01 0.06
C 4.6880 -0.1957 8.8229 0.56 -0.27 0.07 -0.02
C 1.1888 0.3373 7.4921 -0.32 -0.49 -0.20 0.07
C 1.1518 -4.8248 4.8231 0.13 -0.01 0.17 -0.03
C -2.5856 -4.0291 4.8516 -0.34 -0.78 -0.24 -0.21
C 2.3004 -1.2875 6.0645 -0.49 -0.14 -0.52 0.02
C -1.4198 -4.7500 4.6009 -0.53 0.09 -0.12 -0.03
C -2.3914 0.0713 5.2124 0.54 -0.38 -0.26 0.01
C -5.2055 0.7870 7.6800 -0.52 0.06 -0.14 -0.02
C -1.6669 -0.5024 7.4622 0.13 0.21 -0.31 0.08
C 3.3029 -6.1180 6.0856 0.25 -0.04 -0.05 -0.25
C 3.4239 -1.2280 6.8685 0.16 0.20 0.14 0.01
B -0.0670 -4.0181 4.1587 -0.29 0.12 -0.08 -0.42
H -0.9222 -0.8782 8.1582 -0.29 -0.10 -0.07 0.14
H -2.1578 0.1632 4.1496 -0.24 -0.12 0.27 0.13
H -4.4140 0.7617 5.0044 0.34 -0.10 0.36 0.13
H -5.6193 -0.0060 8.3146 0.13 0.18 -0.10 0.10
H -5.9271 1.0213 6.8951 0.03 0.01 0.13 0.09
H -0.0558 -2.8447 4.6494 -0.06 -0.44 0.07 0.12
H -5.0684 1.6756 8.3062 -0.01 -0.16 -0.05 0.10
H 5.0992 0.8188 8.7632 -0.14 -0.15 0.03 0.10
H 2.4314 -2.7058 0.3224 -0.22 -0.22 0.08 0.13
H 5.4564 -0.9010 8.4958 -0.03 0.14 0.12 0.09
H 0.3243 0.9404 7.7661 0.39 0.01 -0.08 0.13
H -4.5420 -3.9178 5.7733 0.11 -0.35 -0.23 0.12
H 2.5945 -5.2033 7.9261 -0.04 -0.17 -0.27 0.13
H 0.0652 -0.9140 4.4982 -0.07 0.01 0.54 0.14
H 2.2801 -1.9281 5.1784 0.04 0.01 0.35 0.12
H 4.2884 -1.8646 6.6522 -0.35 0.30 0.01 0.13
H -1.4191 -4.5598 -0.4386 0.28 0.08 0.02 0.13
H 4.4585 -0.3988 9.8753 -0.03 0.09 -0.20 0.10
H -2.7438 -7.8460 5.2383 -0.14 0.16 0.09 0.13
H 3.7564 -6.9313 4.1124 -0.08 -0.02 0.28 0.13

***

No. 2
71
Properties=species:S:1:pos:R:3:forces:R:3:lowdin_charge:R:1 method="wB97M-V/def2-TZVPD" spin_multiplicity=5 homo_lumo_gap_ha="0.2186 / 0.2187" homo_energy_ev="-2.17 / -2.18" total_charge=-2 s2=6.0040 relative_energy_kcal_mol=13.3 lumo_energy_ev="3.8 / 3.8"
Ho -0.8849 -0.7386 -0.7483 0.03 -0.13 -0.51 1.15
I -1.2463 -3.8610 0.3052 0.04 -0.93 0.08 1.10
Br -6.6212 2.0774 2.5773 0.09 -0.05 -0.06 0.60
Br -2.1071 -7.2785 0.5723 -0.08 -0.12 0.12 0.67
Cl -0.0686 5.9848 0.2783 0.01 -0.03 0.23 0.79
Cl -2.4499 -2.0922 -2.3510 -0.38 0.04 -0.17 -0.16
S 1.8418 -1.7232 -2.5048 0.33 0.12 -0.54 0.80
O -0.8375 -1.1696 1.4380 0.10 0.10 0.40 -0.31
O 0.2283 2.0375 -3.9226 0.08 -0.34 0.12 0.05
O 0.2251 6.1989 -2.6521 -0.07 -0.04 0.03 0.03
O -0.0996 -1.0366 3.5479 -0.01 -0.17 -0.07 0.03
O -0.6664 0.5473 -2.5376 0.10 0.45 -0.28 -0.15
O 0.3496 4.4706 -4.0230 0.11 0.36 0.04 0.10
O 0.6682 -2.1493 -1.5864 -0.27 -0.18 0.07 -0.94
N 2.0871 -0.0254 -2.1221 0.41 -0.46 0.23 -0.26
N -0.0596 3.2749 0.3936 0.14 0.25 -0.13 -0.05
N -0.0967 2.1902 -0.4032 -0.11 -0.27 -0.19 0.15
N 1.6634 -0.5570 0.5496 -0.09 -0.03 0.47 0.16
C 0.0624 4.0465 -1.6885 0.01 -0.03 0.18 -0.05
C 2.9410 -0.3692 0.1163 0.33 0.18 0.11 -0.15
C -1.4516 -6.6230 -1.0781 0.05 0.18 -0.04 -0.74
C -0.1614 1.6550 -2.7964 -0.07 0.10 0.12 -0.56
C 0.2091 4.9975 -2.8313 0.08 0.18 -0.05 -0.53
C 0.0176 4.4083 -0.3551 -0.08 -0.17 -0.24 -0.57
C 2.5400 -1.0997 2.7199 0.24 0.00 0.17 0.01
C -0.3507 2.7578 4.5559 -0.06 -0.02 0.04 -0.09
C -4.9253 0.0378 1.4774 0.01 -0.09 -0.03 -0.16
C 0.5180 3.9883 2.6787 0.10 -0.06 -0.14 -0.06
C -1.1124 -5.2846 -1.2465 -0.02 0.09 0.36 -0.66
C -1.3112 -7.5354 -2.1143 0.00 -0.07 -0.01 -0.17
C 4.4589 0.3438 -1.6478 -0.41 0.09 0.01 -0.04
C 5.3639 -0.2049 0.5100 0.11 0.07 -0.10 -0.07
C 4.0638 -0.4994 0.9784 -0.24 -0.03 -0.19 -0.16
C -0.1338 3.1172 1.8101 -0.11 -0.05 0.40 -0.17
C 3.1820 0.0095 -1.2440 0.08 0.28 -0.17 -0.31
C -0.6187 -4.8751 -2.4793 -0.01 0.12 -0.06 -0.16
C 1.4852 -0.8865 1.8135 0.01 0.08 -0.37 -0.17
C -4.3673 2.2828 0.8184 0.02 0.00 -0.03 -0.16
C -0.8767 2.0592 2.3186 -0.04 0.04 -0.19 0.00
C 0.3965 3.8086 4.0471 -0.01 -0.03 0.02 -0.10
C -5.1563 1.3980 1.5232 -0.17 0.15 0.08 -0.70
C -2.9598 0.4064 0.0148 -0.34 0.29 0.23 -0.26
C 3.8226 -0.9165 2.3032 -0.16 0.00 0.06 -0.01
C -3.3018 1.7684 0.0809 -0.01 -0.05 -0.18 -0.17
C -0.8182 -7.1137 -3.3378 -0.01 0.01 0.02 -0.11
C -0.4732 -5.7820 -3.5160 0.02 -0.07 0.00 -0.08
C -0.0371 2.6299 -1.6455 0.03 0.20 -0.10 -0.12
C -3.8466 -0.4246 0.7293 0.05 0.03 -0.08 -0.16
C -0.9787 1.8787 3.6877 0.05 0.01 0.03 -0.05
C 0.0632 -1.0453 2.3315 0.02 0.01 0.22 -0.63
C 5.5456 0.2386 -0.7711 0.16 -0.03 0.23 -0.10
H 6.1999 -0.3112 1.1919 0.00 -0.01 -0.01 0.10
H 0.3723 3.4382 -3.9819 -0.14 -0.11 -0.15 0.02
H -3.7054 -1.5039 0.7099 0.06 0.01 0.03 0.06
H 2.2156 0.5181 -2.9683 -0.04 -0.02 0.00 0.07
H -0.0835 -5.4401 -4.4663 -0.02 0.02 0.00 0.10
H -0.7051 -7.8278 -4.1445 -0.01 0.00 0.00 0.09
H -0.3608 -3.8355 -2.6169 0.00 0.06 0.04 0.03
H -1.3902 1.3898 1.6427 0.01 -0.02 0.04 0.08
H -2.7116 2.4995 -0.4711 0.05 -0.01 0.04 0.08
H -4.5587 3.3485 0.8513 -0.04 -0.01 0.00 0.09
H -1.5833 -8.5697 -1.9515 -0.01 0.01 0.00 0.08
H 4.6082 0.6623 -2.6727 0.02 -0.04 -0.01 0.11
H 6.5398 0.4889 -1.1233 0.00 0.00 0.00 0.09
H 0.9032 4.4906 4.7190 0.02 0.01 -0.02 0.09
H 2.2856 -1.3827 3.7310 -0.01 -0.01 -0.01 0.11
H -1.5309 1.0277 4.0591 -0.02 0.00 -0.01 0.11
H 4.6630 -1.0736 2.9704 0.00 0.03 0.02 0.11
H -5.5655 -0.6509 2.0152 -0.01 0.02 0.01 0.09
H 1.1307 4.7905 2.3052 0.05 0.06 -0.10 0.07
H -0.4381 2.6186 5.6265 0.02 -0.01 -0.01 0.10

***

No. 3
82
Properties=species:S:1:pos:R:3:forces:R:3:lowdin_charge:R:1 method="wB97M-V/def2-TZVPD" spin_multiplicity=3 homo_lumo_gap_ha="0.2517 / 0.2680" homo_energy_ev="-8.52 / -8.85" s2=2.0114 relative_energy_kcal_mol=62.6 lumo_energy_ev="-1.7 / -1.6"
W -0.5876 0.6077 0.1148 0.79 0.02 -0.23 1.82
I -7.2030 0.0450 0.7085 -0.01 0.00 0.01 0.90
Te 1.3720 -1.0881 1.6652 -0.13 0.11 -0.06 1.71
S -0.5695 1.6573 3.2062 -0.19 0.16 0.06 0.78
S -2.8212 2.3663 1.6128 0.04 0.12 -0.14 0.63
F -1.1216 4.3646 1.5620 -0.02 0.00 0.00 0.14
F 3.3609 1.4532 3.8874 0.10 -0.10 -0.01 0.12
F 2.2810 2.7456 5.2586 -0.01 0.04 0.12 0.15
F -2.8014 4.5978 0.2103 0.01 -0.01 0.02 0.15
F -3.0808 4.8529 2.3437 0.02 -0.01 -0.02 0.15
F 2.6756 3.4038 3.2264 0.02 0.11 -0.08 0.14
O -0.1684 -0.2126 -3.9364 0.01 0.03 0.00 0.13
O 0.2011 2.5683 -0.5738 0.07 -0.09 0.05 -0.03
O 4.1638 6.8654 -2.9437 -0.01 -0.02 -0.02 0.08
O -0.4265 0.3036 3.7425 0.02 0.02 0.01 -0.50
O 1.4809 0.8404 -0.4072 -0.14 0.00 -0.18 -0.21
O -1.7681 -0.4127 1.3318 0.10 -0.33 0.40 -0.25
O 0.0049 1.6165 1.7229 0.17 -0.10 0.34 -0.70
O -4.2411 2.2870 1.5352 0.00 -0.04 0.03 -0.25
O -0.5902 0.7543 -1.9538 -0.15 0.01 0.06 -0.16
O -2.1737 1.8639 0.3139 -0.24 -0.01 -0.08 -0.44
O -1.9304 -4.9213 -2.4773 0.00 0.01 -0.01 0.11
O -2.6782 -2.3205 2.1070 -0.06 -0.04 0.02 0.16
O 2.0708 6.7363 -2.4549 -0.01 -0.01 -0.01 0.09
N -3.5895 0.0327 -1.5996 -0.10 -0.09 -0.10 0.08
N -1.0231 -1.3296 -0.7746 -0.10 0.02 0.15 0.00
N -2.1993 1.8877 2.9049 0.03 0.02 -0.14 -0.36
N 3.1845 6.2679 -2.5469 0.02 0.02 0.06 -0.35
C -1.1052 -2.7379 -2.6730 0.03 0.05 -0.03 0.10
C 3.9377 -1.7149 0.2841 -0.04 -0.04 -0.01 -0.15
C -4.7852 1.9762 -2.3091 0.02 0.01 0.00 -0.04
C -3.6942 1.1240 -2.3571 0.00 0.03 0.02 -0.13
C -0.0977 -5.1570 2.3957 -0.04 -0.02 0.02 -0.08
C 3.3684 4.8596 -2.1341 0.00 0.04 -0.03 -0.12
C -0.5486 -3.8622 4.3676 0.01 0.01 0.01 -0.06
C 0.0330 -2.7484 3.7812 -0.07 -0.02 -0.03 -0.13
C -2.0665 -1.7030 1.2873 -0.14 0.09 -0.24 -0.54
C 2.1015 -2.7219 -0.8932 -0.06 0.00 -0.04 -0.13
C 4.8135 -2.1781 -0.6879 0.01 -0.02 -0.01 -0.08
C 2.4785 2.8455 -1.2643 -0.02 0.00 0.01 -0.09
C -4.5934 -0.2444 -0.7724 0.02 -0.02 0.06 -0.22
C 4.6238 4.2906 -2.2589 0.00 -0.02 0.01 0.02
C 3.7265 2.2436 -1.3825 0.01 -0.01 -0.01 0.02
C 2.9785 -3.1874 -1.8625 -0.01 0.01 0.01 -0.06
C -0.4612 -0.2641 -2.7705 -0.06 0.07 -0.03 -0.53
C -1.9650 -3.4876 -0.5482 -0.01 0.00 -0.01 0.09
C -5.8210 1.6923 -1.4350 -0.01 0.00 0.00 -0.13
C -5.7207 0.5538 -0.6549 0.01 0.00 -0.01 -0.73
C 1.3397 2.0781 -0.7351 0.09 0.00 0.14 -0.53
C 2.5741 -1.9873 0.1871 0.17 0.11 0.00 -0.48
C 2.4236 2.3748 4.0074 -0.11 -0.07 -0.06 -0.45
C -2.4305 4.1623 1.4109 -0.07 0.02 -0.02 -0.67
C 4.7979 2.9690 -1.8783 0.01 0.00 -0.01 -0.04
C -1.6352 -2.2554 -0.0427 0.00 0.01 0.00 -0.19
C 4.3347 -2.9139 -1.7623 0.02 0.00 0.01 -0.07
C 0.4763 -4.0467 1.7961 0.10 -0.02 -0.02 -0.13
C -1.6623 -3.7463 -1.8873 -0.03 -0.05 0.04 -0.26
C 0.5297 -2.8408 2.4845 0.03 0.00 0.03 -0.46
C -0.6223 -5.0622 3.6765 0.01 0.00 0.02 -0.07
C -0.8230 -1.5370 -2.0717 -0.09 -0.04 -0.09 -0.17
C 2.2823 4.1674 -1.6420 0.01 -0.01 0.01 0.09
H 4.3184 -1.1414 1.1209 0.00 0.00 -0.01 0.09
H 5.8712 -1.9646 -0.6025 0.00 0.00 0.00 0.11
H -0.9433 -2.8642 -3.7341 -0.01 0.00 0.00 0.15
H 3.8421 1.2080 -1.0897 0.01 0.00 0.00 0.12
H -1.0793 -5.9269 4.1397 0.00 0.00 0.00 0.11
H -2.8594 1.3391 -3.0134 0.01 -0.01 0.00 0.11
H -0.1304 -6.0994 1.8629 0.01 0.01 -0.01 0.11
H 5.4378 4.8824 -2.6502 0.00 0.01 0.00 0.12
H 1.3136 4.6375 -1.5547 0.00 0.00 0.00 0.14
H 2.5972 -3.7568 -2.7005 0.00 0.01 0.00 0.11
H -2.4732 -4.2002 0.0898 0.00 0.00 0.00 0.15
H -0.9501 -3.7854 5.3693 0.00 0.00 -0.01 0.11
H -4.4968 -1.1331 -0.1563 0.00 0.00 -0.01 0.09
H -2.3677 -5.5199 -1.8602 0.00 0.00 0.00 0.13
H 5.7710 2.5073 -1.9725 0.00 0.00 0.00 0.11
H -4.8125 2.8561 -2.9373 -0.01 0.00 0.00 0.11
H -6.6801 2.3444 -1.3555 0.00 0.00 0.00 0.10
H 1.0471 -2.9344 -0.9984 0.00 -0.01 0.03 0.07
H 0.0645 -1.8097 4.3149 -0.01 0.02 0.01 0.08
H 5.0171 -3.2729 -2.5215 0.00 0.00 0.00 0.11
H 0.9034 -4.1400 0.8078 -0.02 -0.01 -0.01 0.08

***

| no. | largest force on an atom (hartree/bohr) |
| --- | --- |
| 1 | 0.02509 |
| 2 | 0.01827 |
| 3 | 0.01598 |